1.
A 2-piece molecular cluster, C6H11F2NO2S2 overall in a non-equilibrium geometry. Source: OMol25; level of theory: ωB97M-V/def2-TZVPD.

Last column: Löwdin charge in e.
CARTESIAN COORDINATES (ANGSTROEM)
C: -1.77 1.23 1.01  -0.143
C: -2.39 -0.18 0.63  -0.153
C: -0.34 1.40 0.49  -0.153
C: -1.42 -1.19 1.20  -0.223
C: 0.57 0.23 0.89  -0.196
C: 3.86 0.59 -1.92  -0.941
N: -0.04 -1.09 0.69  -0.304
O: -0.64 -1.14 -1.89  -0.302
O: 1.62 -1.62 -1.11  -0.434
F: 2.95 0.92 -2.84  0.053
F: 4.44 -0.48 -2.44  0.071
S: 4.14 1.30 -0.54  0.817
S: 0.30 -1.93 -0.73  0.896
H: -2.22 2.09 0.60  0.072
H: -1.91 1.37 2.19  0.157
H: -3.35 -0.30 1.02  0.084
H: -2.60 -0.45 -0.35  0.080
H: -0.17 1.41 -0.55  0.107
H: 0.19 2.16 0.96  0.090
H: -1.21 -1.15 2.28  0.134
H: -1.92 -2.08 1.02  0.087
H: 1.43 0.04 0.35  0.045
H: 0.92 0.26 1.85  0.096
H: -0.43 -1.40 -2.81  0.060

Computed properties:
Net charge: 0
E_LUMO (eV): 0.17

2.
One molecule with the formula C4H5NO. Source: OMol25; level of theory: ωB97M-V/def2-TZVPD.

Last column: Löwdin charge in e.
CARTESIAN COORDINATES (ANGSTROEM)
N: 1.00 0.91 -1.73  0.106
C: 1.56 0.79 -0.60  -0.316
O: 0.94 0.26 0.46  -0.056
C: -0.40 -0.13 0.17  -0.229
C: -1.16 -0.53 1.34  -0.093
C: -2.05 -0.75 2.12  0.118
H: 1.62 1.33 -2.41  0.053
H: 2.58 1.09 -0.33  0.134
H: -0.39 -0.92 -0.59  0.130
H: -0.93 0.73 -0.27  0.126
H: -2.88 -0.88 2.77  0.028

Computed properties:
Net charge: 0
E_LUMO (eV): 0.97
SMILES: [H]/N=C/OCC#C

DFT total energy values (in eV) by entry order: -39088.394 -7763.972.
Relative energy (zero: lowest compared OMol25 entry of this formula, charge and spin) values (in kcal/mol) by entry order: 4.3 58.9.